10
Properties=species:S:1:pos:R:3:forces:R:3:lowdin_charge:R:1 method="wB97M-V/def2-TZVPD" e_tot_ha=-358.90563 de_lowest_kcal_mol=172.7 orbital_gap_ha="0.22891 / 0.20903" charge=-1
C -0.1989 0.7178 -1.7686 -1.3 0.0 0.2 -0.199
C 0.3116 -0.0105 1.3435 -0.7 -0.2 -1.4 -0.045
N 0.0592 -1.1998 0.4291 3.9 2.6 1.4 -0.558
O -0.9997 -1.7906 0.5903 -2.8 -1.5 0.0 -0.144
O 0.3700 1.7219 -2.0539 1.4 1.0 -0.2 -0.099
O 0.6405 -0.9745 -0.6842 0.0 -0.7 -0.6 -0.171
H -1.2093 0.6560 -2.2823 -0.4 -0.7 -0.2 0.017
H 1.2879 0.4372 1.1316 -0.1 -0.4 0.1 0.067
H -0.4409 0.6919 0.8925 0.3 -0.1 0.9 0.073
H 0.1796 -0.2493 2.4020 -0.3 0.0 -0.3 0.060